[1]
Density functional theory data (ωB97M-V with the def2-TZVPD basis set) for a 9-piece molecular cluster, C31H62O13 overall in a non-equilibrium geometry.

```
106
Properties=species:S:1:pos:R:3:mulliken_charge:R:1
C 1.226 3.305 -7.012 -1.350
C 0.906 2.263 -5.971 0.577
O -0.421 1.912 -5.994 -0.326
C -0.885 0.795 -5.223 0.543
C -2.378 0.691 -5.126 -0.569
O -0.085 -0.078 -4.818 -0.536
H 0.485 4.231 -6.724 0.238
H 1.021 2.891 -8.057 0.288
H 2.150 3.513 -6.965 0.528
H 1.537 1.155 -6.138 0.087
H 1.086 2.527 -4.872 -0.097
H -2.657 1.591 -4.565 0.221
H -2.391 -0.149 -4.283 0.097
H -2.811 0.604 -6.181 0.323
C -0.866 -0.851 -1.358 -0.770
C -1.034 0.495 -0.581 -0.557
O -0.129 0.605 0.444 0.073
C -0.411 1.571 1.451 0.532
C 0.537 1.576 2.618 -0.909
O -1.297 2.421 1.291 -0.527
H -1.135 -1.776 -0.708 0.120
H 0.135 -1.033 -1.824 0.003
H -1.554 -0.962 -2.095 0.434
H -0.730 1.204 -1.440 -0.088
H -1.969 0.743 -0.345 0.772
H 0.667 0.461 3.009 -0.059
H 0.487 2.335 3.447 0.433
H 1.525 1.857 2.379 0.429
C -0.774 -3.992 -4.181 -1.148
C -1.463 -4.467 -2.923 0.130
O -2.763 -4.777 -3.054 -0.373
C -3.658 -3.860 -3.310 0.724
C -5.056 -4.369 -3.779 -0.995
O -3.450 -2.611 -3.312 -0.534
H -0.798 -2.835 -4.381 0.134
H -1.258 -4.388 -5.037 0.429
H 0.155 -4.391 -4.031 0.471
H -1.036 -5.394 -2.571 0.428
H -1.101 -3.780 -1.959 -0.120
H -4.999 -4.856 -4.738 0.302
H -5.581 -3.471 -3.887 0.323
H -5.413 -5.096 -2.872 0.265
C 4.894 -0.389 8.337 -1.046
C 3.467 -0.933 8.753 -0.359
O 2.687 -0.839 7.660 -0.220
C 1.372 -0.390 7.707 0.375
C 0.763 -0.212 6.387 -0.495
O 0.690 -0.295 8.689 -0.550
H 5.481 -0.705 9.253 0.329
H 4.997 0.686 8.187 0.296
H 5.240 -0.806 7.428 0.289
H 3.445 -1.978 9.304 0.283
H 2.989 -0.346 9.582 0.355
H 1.474 0.307 5.799 0.332
H -0.345 0.146 6.439 0.246
H 0.850 -1.086 5.824 0.147
C -3.579 4.719 -0.631 -0.945
C -3.221 5.366 -1.910 0.699
C -1.931 4.938 -2.613 -0.498
O -4.026 6.243 -2.474 -0.613
H -3.474 3.629 -0.729 0.151
H -4.419 4.994 -0.118 0.451
H -2.783 4.721 0.373 0.173
H -2.031 3.807 -2.652 0.109
H -1.392 5.025 -1.776 0.161
H -1.472 5.747 -3.261 0.325
C -5.236 -1.247 4.450 -1.519
C -3.828 -0.895 4.558 0.668
C -3.041 -0.812 3.308 -0.875
O -3.264 -0.586 5.769 -0.588
H -5.416 -1.652 3.631 0.577
H -5.825 -0.406 4.209 0.385
H -5.480 -1.797 5.320 0.339
H -2.153 -0.285 3.637 0.123
H -3.594 -0.493 2.595 0.592
H -2.474 -1.745 2.981 0.291
C 3.451 -0.740 -3.715 -0.686
C 3.564 -1.502 -2.324 0.811
C 2.740 -2.819 -2.127 -1.088
O 4.367 -1.151 -1.304 -0.615
H 2.570 -0.221 -3.696 -0.102
H 3.691 -1.444 -4.634 0.347
H 4.209 -0.026 -4.004 0.398
H 1.775 -2.846 -2.626 0.048
H 2.467 -2.998 -0.961 0.010
H 3.028 -3.622 -2.434 0.933
C 2.732 2.073 -1.254 -0.158
C 2.098 3.548 -1.515 0.508
C 2.297 4.692 -0.383 -1.063
O 1.529 3.773 -2.686 -0.538
H 3.781 2.143 -1.804 0.372
H 2.124 1.519 -2.037 -0.208
H 2.563 1.646 -0.257 0.137
H 1.515 5.430 -0.472 0.343
H 3.374 5.186 -0.370 0.291
H 2.049 4.223 0.536 0.255
C 2.636 -2.592 4.164 -1.543
C 1.526 -2.409 3.150 0.589
C 1.873 -2.496 1.640 -0.790
O 0.244 -2.324 3.556 -0.536
H 2.279 -2.995 4.994 0.521
H 2.938 -1.610 4.541 0.286
H 3.348 -3.115 3.693 0.522
H 0.861 -2.463 0.910 0.021
H 2.597 -3.241 1.515 0.628
H 2.614 -1.644 1.587 0.372
```

Computed properties:
HOMO   -0.34255 Ha
Maximum force   12.13 eV Å⁻¹
Relative energy (zero: lowest compared OMol25 entry of this formula, charge and spin)   3.534 eV
Structure (SMILES)   CCOC(C)=O.CCOC(C)=O.CCOC(C)=O.CCOC(C)=O.CC(C)=O.CC(C)=O.CC(C)=O.CC(C)=O.CC(C)=O
LUMO   0.27 eV


[2]
Density functional theory data (ωB97M-V with the def2-TZVPD basis set) for a 8-piece molecular cluster, C31H62O15 overall in a non-equilibrium geometry.

```
108
Properties=species:S:1:pos:R:3:mulliken_charge:R:1
C 43.347 55.522 47.598 -1.070
C 42.466 56.058 48.669 -0.567
O 43.154 56.225 49.850 -0.181
C 42.673 56.871 50.936 0.502
C 43.390 56.540 52.211 -1.234
O 41.481 57.227 51.107 -0.586
H 42.899 54.922 46.895 0.621
H 44.326 54.958 48.194 0.043
H 43.892 56.238 47.102 0.345
H 42.024 57.043 48.497 0.356
H 41.689 55.381 48.591 0.360
H 43.925 57.281 52.622 0.451
H 44.176 55.658 51.883 0.042
H 43.090 56.297 53.037 0.826
C 46.241 53.039 51.386 -1.172
C 46.419 53.128 49.958 1.210
O 46.055 51.969 49.298 -0.372
C 46.530 51.688 48.050 0.684
C 46.357 50.164 47.755 -1.254
O 47.090 52.368 47.301 -0.465
H 45.190 52.592 51.727 0.270
H 46.452 53.994 51.924 0.156
H 46.947 52.383 51.807 0.469
H 45.779 53.858 49.329 -0.636
H 47.477 53.320 49.657 0.089
H 47.121 49.756 47.194 0.352
H 45.332 50.120 47.334 0.279
H 46.372 49.670 48.694 0.431
C 47.013 63.764 43.543 -0.890
C 48.255 63.248 44.228 -0.303
O 47.962 62.129 45.128 -0.247
C 48.903 61.563 45.773 0.538
C 48.362 60.285 46.547 -1.157
O 50.041 61.811 45.762 -0.544
H 46.201 63.044 43.170 0.286
H 47.270 64.627 42.717 0.274
H 46.534 64.337 44.561 0.206
H 48.931 62.766 43.549 0.318
H 48.732 64.054 44.853 0.293
H 47.907 59.726 45.909 0.643
H 47.870 60.671 47.425 0.324
H 49.244 59.726 46.625 0.268
C 45.820 54.251 56.005 -0.811
C 47.199 54.774 56.319 -0.270
O 47.505 55.786 55.380 -0.200
C 48.534 56.588 55.490 0.429
C 48.785 57.466 54.262 -0.271
O 49.166 56.653 56.461 -0.537
H 46.056 53.857 54.903 0.018
H 45.082 54.998 55.884 0.299
H 45.364 53.436 56.676 0.328
H 47.163 55.375 57.245 0.311
H 47.766 53.947 56.189 0.315
H 49.695 58.081 54.391 0.308
H 47.821 58.173 54.066 0.274
H 49.019 56.879 53.346 -0.174
C 45.166 52.380 44.624 -1.077
C 45.605 53.847 44.476 0.305
O 44.545 54.482 43.849 -0.292
C 44.688 55.459 42.946 0.818
C 43.333 55.922 42.422 -1.418
O 45.749 55.894 42.556 -0.546
H 45.998 51.815 45.141 0.179
H 45.195 52.096 43.503 0.345
H 44.262 52.502 45.104 0.325
H 45.887 54.446 45.430 -0.102
H 46.492 53.926 43.928 0.284
H 43.571 56.720 41.777 0.408
H 42.879 56.491 43.195 0.344
H 42.635 55.338 42.109 0.442
C 52.269 55.893 52.436 -1.129
C 52.384 57.138 51.527 -0.019
O 51.284 57.982 51.743 -0.013
C 51.194 59.137 51.082 0.807
C 49.789 59.856 51.313 -1.038
O 52.090 59.580 50.318 -0.616
H 52.269 56.031 53.478 0.365
H 53.172 55.347 51.972 0.386
H 51.311 55.355 52.130 0.153
H 53.311 57.773 51.915 0.257
H 52.516 56.621 50.563 0.096
H 49.082 59.289 51.002 0.178
H 49.772 60.744 50.642 0.338
H 49.682 60.422 52.204 0.369
C 49.112 54.952 43.987 -1.327
C 50.560 55.413 44.211 -0.342
O 50.597 56.046 45.460 -0.073
C 51.824 56.297 46.019 0.375
C 51.706 57.063 47.386 -0.644
O 52.911 56.277 45.447 -0.562
H 48.993 54.407 43.188 0.680
H 48.514 55.842 44.041 0.348
H 48.940 54.311 44.831 0.266
H 51.155 54.282 44.119 0.242
H 50.956 56.119 43.331 0.266
H 52.875 57.585 47.593 0.266
H 51.409 56.336 48.110 0.128
H 51.264 57.983 47.478 0.331
C 48.324 56.460 50.531 0.510
C 48.007 56.982 49.222 0.021
C 46.926 56.326 48.354 -0.705
O 48.707 58.101 48.764 -0.432
H 49.081 57.157 50.998 -0.818
H 48.722 55.246 50.447 0.053
H 47.546 56.419 51.188 0.492
H 46.124 56.269 49.053 0.247
H 47.197 55.366 48.205 0.245
H 46.822 56.619 47.271 0.309
```

Computed properties:
HOMO   -0.35049 Ha
Maximum force   12.84 eV Å⁻¹
Relative energy (zero: lowest compared OMol25 entry of this formula, charge and spin)   4.310 eV
Structure (SMILES)   CCOC(C)=O.CCOC(C)=O.CCOC(C)=O.CCOC(C)=O.CCOC(C)=O.CCOC(C)=O.CCOC(C)=O.CC(C)=O
LUMO   0.06 eV